a) ORCA calculation (wB97M-V/def2-TZVPD) on a 4-piece molecular cluster, C5H17NO2 overall.

Positions of all 25 atoms, in Å:
C  -1.167  -2.111  0.409
C  0.003  -1.185  0.166
N  0.390  -0.331  1.271
C  0.480  1.090  0.870
C  -0.752  1.910  0.976
C  1.467  -0.720  2.123
H  -0.918  -2.893  1.128
H  -1.424  -2.647  -0.518
H  -2.088  -1.598  0.662
H  0.865  -1.756  -0.214
H  -0.266  -0.359  -0.631
H  1.326  1.686  1.262
H  0.682  1.053  -0.197
H  -1.651  1.410  0.577
H  -1.054  2.292  1.962
H  -0.675  2.810  0.374
H  2.478  -0.762  1.582
H  1.638  0.041  2.877
H  1.237  -1.725  2.493
H  0.010  -0.694  -3.484
H  -1.004  0.102  -1.065
O  -0.522  -0.567  -2.698
H  0.479  2.259  -2.641
H  -0.308  0.451  -2.272
O  0.143  1.649  -1.983

E_HOMO: -8.65 eV
Kohn-Sham gap: 0.2422 hartree

natural (NBO) atomic charge list, values in e, 8 entries:
1. C -0.65
2. C 0.09
3. N -0.47
4. C -0.28
5. C -0.61
6. C -0.40
7. H 0.24
8. H 0.24

b) ORCA calculation (wB97M-V/def2-TZVPD) on a 3-piece molecular cluster, C5H17NO2 overall.

Positions of all 25 atoms, in Å:
C  -0.711  2.317  1.737
C  -0.031  1.191  0.861
C  -0.997  0.486  -0.042
N  -0.929  -1.017  0.455
C  -1.693  -1.825  -0.527
C  0.433  -1.731  0.510
H  -1.487  1.956  2.405
H  -0.094  2.957  2.319
H  -1.283  3.014  1.125
H  0.542  0.589  1.474
H  0.867  1.499  0.076
H  -0.674  0.653  -1.132
H  -2.051  0.719  0.211
H  -2.733  -1.539  -0.768
H  -1.600  -2.822  -0.087
H  -1.298  -1.893  -1.525
H  0.262  -2.766  0.839
H  0.897  -1.762  -0.420
H  1.242  -1.170  1.182
O  0.762  -0.027  -2.508
H  0.668  -0.345  -3.384
H  0.155  0.720  -2.514
O  2.900  0.500  -0.048
H  3.829  0.662  0.210
H  3.025  -0.364  -0.449

E_HOMO: -8.38 eV
Kohn-Sham gap: 0.3300 hartree
SMILES: CCCN(C)C.O.O

natural (NBO) atomic charge list, values in e, 8 entries:
1. C -0.61
2. C -0.42
3. C -0.22
4. N -0.43
5. C -0.43
6. C -0.43
7. H 0.20
8. H 0.21

c) ORCA calculation (wB97M-V/def2-TZVPD) on a 3-piece molecular cluster, C5H17NO2 overall.

Positions of all 25 atoms, in Å:
C  -0.908  0.862  -1.748
C  -0.854  -0.770  -1.741
C  -1.467  -1.307  -0.443
C  -0.600  -1.265  0.769
N  -1.143  -0.253  1.837
C  -0.172  0.791  2.088
H  -1.887  1.201  -2.122
H  -0.351  1.129  -2.620
H  -0.555  1.339  -0.901
H  -1.441  -1.069  -2.591
H  0.248  -1.042  -1.924
H  -2.341  -0.596  -0.147
H  -1.830  -2.273  -0.708
H  -0.447  -2.273  1.339
H  0.381  -0.924  0.468
H  -1.324  -0.745  2.587
H  -0.461  1.216  3.199
H  0.887  0.501  1.842
H  -0.379  1.644  1.433
O  2.774  -0.573  0.401
H  3.711  -0.782  0.612
H  2.801  0.344  -0.025
O  2.150  1.783  -0.619
H  1.478  1.355  -1.233
H  1.730  1.707  0.247

E_HOMO: -8.90 eV
Kohn-Sham gap: 0.3550 hartree
SMILES: CCCCNC.O.O

natural (NBO) atomic charge list, values in e, 8 entries:
1. C -0.64
2. C -0.38
3. C -0.45
4. C -0.24
5. N -0.63
6. C -0.43
7. H 0.22
8. H 0.20

d) ORCA calculation (wB97M-V/def2-TZVPD) on a 4-piece molecular cluster, C5H17NO2 overall.

Positions of all 25 atoms, in Å:
C  1.523  2.021  -0.635
C  0.182  1.492  -0.097
C  -0.177  0.090  -0.612
C  -1.552  -0.526  -0.182
N  -2.622  0.442  -0.266
C  -3.715  -0.141  0.434
H  2.176  1.256  -0.142
H  1.853  2.981  -0.219
H  1.825  1.863  -1.642
H  0.275  1.363  0.997
H  -0.636  2.191  -0.264
H  -0.318  0.264  -1.703
H  0.609  -0.664  -0.551
H  -1.659  -1.366  -0.892
H  -1.416  -0.996  0.841
H  1.293  -2.773  -0.195
H  -3.831  -1.237  0.211
H  -3.589  -0.128  1.544
H  -4.686  0.354  0.228
H  1.173  -3.490  -0.377
H  3.713  -0.618  -0.625
O  2.777  -0.690  -0.584
H  2.625  -0.996  2.150
H  2.328  -0.227  0.913
O  1.850  -0.466  1.668

E_HOMO: -7.52 eV
Kohn-Sham gap: 0.1026 hartree

natural (NBO) atomic charge list, values in e, 8 entries:
1. C -0.63
2. C -0.40
3. C -0.41
4. C -0.36
5. N 0.05
6. C -0.53
7. H 0.26
8. H 0.21

Stability summary: most stable c), least stable d).

a) ORCA calculation (wB97M-V/def2-TZVPD) on one molecule with the formula C30H39N5O4S2.

Positions of all 80 atoms, in Å:
C  -0.361  -0.026  -1.885
C  -0.711  0.349  -3.323
C  -1.967  -0.358  -3.849
C  -3.250  0.454  -3.635
N  -3.480  0.734  -2.241
C  -3.309  1.951  -1.706
O  -3.187  2.977  -2.378
C  -3.232  1.990  -0.230
C  -2.965  3.170  0.419
N  -2.937  4.370  -0.156
C  -2.627  3.041  1.879
C  -1.140  3.445  1.961
O  -0.844  4.620  1.955
N  -0.296  2.398  1.921
C  1.098  2.395  1.837
C  1.877  3.537  1.993
C  3.254  3.449  1.901
C  3.900  2.242  1.646
C  5.386  2.153  1.550
C  3.100  1.117  1.481
S  3.812  -0.495  1.140
O  4.798  -0.818  2.130
O  2.724  -1.421  0.968
N  4.627  -0.180  -0.292
C  5.762  -1.040  -0.563
C  5.331  -2.390  -1.133
C  4.488  -2.174  -2.388
C  3.282  -1.301  -2.046
C  3.755  0.016  -1.431
C  1.727  1.180  1.578
S  -2.978  1.326  2.344
C  -3.255  0.832  0.611
N  -3.452  -0.356  0.244
C  -3.339  -1.486  1.038
C  -2.136  -1.805  1.660
C  -2.009  -2.980  2.374
C  -3.079  -3.855  2.489
C  -2.963  -5.121  3.284
C  -4.275  -3.530  1.858
C  -4.425  -2.367  1.125
C  -5.719  -2.016  0.457
H  -1.173  0.219  -1.206
H  -0.159  -1.092  -1.805
H  0.528  0.513  -1.561
H  0.138  0.091  -3.960
H  -0.854  1.430  -3.391
H  -1.868  -0.534  -4.921
H  -2.069  -1.329  -3.359
H  -4.105  -0.098  -4.039
H  -3.177  1.417  -4.147
H  -3.540  -0.047  -1.591
H  -2.493  5.138  0.322
H  -3.001  4.334  -1.179
H  -3.210  3.724  2.500
H  -0.731  1.478  1.935
H  1.401  4.484  2.188
H  3.845  4.342  2.035
H  5.853  3.044  1.963
H  5.737  1.272  2.081
H  5.685  2.047  0.508
H  6.289  -1.166  0.383
H  6.414  -0.516  -1.271
H  6.212  -2.992  -1.358
H  4.736  -2.910  -0.379
H  4.154  -3.133  -2.787
H  5.094  -1.681  -3.154
H  2.689  -1.093  -2.938
H  2.655  -1.816  -1.318
H  2.907  0.610  -1.084
H  4.310  0.603  -2.173
H  1.165  0.267  1.448
H  -1.290  -1.141  1.554
H  -1.064  -3.215  2.842
H  -3.444  -5.948  2.765
H  -3.454  -5.002  4.250
H  -1.920  -5.373  3.460
H  -5.113  -4.208  1.939
H  -5.549  -1.766  -0.590
H  -6.163  -1.141  0.933
H  -6.423  -2.841  0.518

E_HOMO: -8.10 eV
Kohn-Sham gap: 0.3113 hartree
SMILES: CCCCNC(=O)C1=C(N)[C@H](C(=O)Nc2ccc(C)c(S(=O)(=O)N3CCCCC3)c2)S/C1=N\c1ccc(C)cc1C

natural (NBO) atomic charge list, values in e, 8 entries:
1. C -0.61
2. C -0.41
3. C -0.40
4. C -0.22
5. N -0.62
6. C 0.68
7. O -0.69
8. C -0.38

b) ORCA calculation (wB97M-V/def2-TZVPD) on one molecule with the formula C30H39N5O4S2.

Positions of all 80 atoms, in Å:
C  5.032  2.531  2.892
C  6.271  1.694  2.594
C  6.033  0.567  1.588
C  5.154  -0.570  2.106
N  3.769  -0.180  2.196
C  2.980  -0.471  3.235
O  3.344  -1.156  4.194
C  1.610  0.077  3.164
C  0.671  -0.264  4.108
N  0.915  -1.024  5.171
C  -0.715  0.237  3.829
C  -1.546  -0.945  3.280
O  -2.288  -1.575  3.996
N  -1.292  -1.178  1.974
C  -1.935  -2.024  1.072
C  -2.948  -2.911  1.423
C  -3.553  -3.668  0.439
C  -3.202  -3.567  -0.908
C  -3.928  -4.395  -1.920
C  -2.184  -2.678  -1.234
S  -1.584  -2.307  -2.900
O  -0.214  -1.900  -2.766
O  -1.882  -3.383  -3.800
N  -2.418  -0.984  -3.438
C  -3.816  -1.143  -3.756
C  -4.723  -0.690  -2.610
C  -4.381  0.748  -2.221
C  -2.907  0.833  -1.830
C  -2.038  0.332  -2.984
C  -1.552  -1.930  -0.261
S  -0.533  1.553  2.592
C  1.120  0.926  2.117
N  1.692  1.133  1.012
C  1.208  1.866  -0.056
C  0.526  3.071  0.110
C  0.062  3.768  -0.987
C  0.268  3.282  -2.273
C  -0.235  4.041  -3.463
C  0.967  2.093  -2.428
C  1.448  1.371  -1.346
C  2.160  0.073  -1.575
H  4.573  2.881  1.969
H  4.296  1.957  3.448
H  5.303  3.399  3.489
H  6.652  1.269  3.525
H  7.047  2.349  2.190
H  5.579  0.979  0.682
H  6.999  0.140  1.311
H  5.469  -0.888  3.104
H  5.244  -1.429  1.428
H  3.367  0.383  1.451
H  0.168  -1.383  5.740
H  1.873  -1.388  5.209
H  -1.210  0.626  4.719
H  -0.619  -0.559  1.532
H  -3.251  -2.997  2.454
H  -4.334  -4.359  0.718
H  -3.345  -4.488  -2.830
H  -4.130  -5.385  -1.516
H  -4.886  -3.935  -2.164
H  -3.965  -2.194  -4.002
H  -4.030  -0.543  -4.649
H  -5.765  -0.762  -2.925
H  -4.580  -1.340  -1.745
H  -5.010  1.073  -1.391
H  -4.572  1.409  -3.070
H  -2.626  1.860  -1.593
H  -2.735  0.222  -0.942
H  -0.988  0.281  -2.699
H  -2.133  1.019  -3.833
H  -0.747  -1.276  -0.561
H  0.385  3.468  1.105
H  -0.464  4.700  -0.843
H  -0.275  3.402  -4.342
H  0.428  4.879  -3.681
H  -1.228  4.444  -3.272
H  1.143  1.706  -3.422
H  2.996  0.219  -2.256
H  1.487  -0.653  -2.033
H  2.532  -0.338  -0.640

E_HOMO: -8.07 eV
Kohn-Sham gap: 0.3085 hartree
SMILES: CCCCNC(=O)C1=C(N)[C@H](C(=O)Nc2ccc(C)c(S(=O)(=O)N3CCCCC3)c2)S/C1=N\c1ccc(C)cc1C

natural (NBO) atomic charge list, values in e, 8 entries:
1. C -0.61
2. C -0.39
3. C -0.40
4. C -0.22
5. N -0.62
6. C 0.68
7. O -0.69
8. C -0.37

Stability summary: most stable a), least stable b).

a) ORCA calculation (wB97M-V/def2-TZVPD) on a 2-piece molecular cluster, CH3FNO2S overall.

Positions of all 9 atoms, in Å:
C  0.189  -0.687  1.289
N  -0.742  0.945  -0.773
O  1.444  -0.241  -1.140
O  1.319  1.502  0.579
F  -1.304  -1.549  0.272
S  0.684  0.354  -0.052
H  0.867  -1.547  1.201
H  -1.048  0.177  -1.355
H  -1.409  1.045  -0.021

E_HOMO: -4.61 eV
Kohn-Sham gap: 0.3156 hartree
Net charge: -1

natural (NBO) atomic charge list, values in e, 8 entries:
1. C -0.38
2. N -1.04
3. O -0.99
4. O -0.98
5. F -0.67
6. S 2.14
7. H 0.14
8. H 0.39

b) ORCA calculation (wB97M-V/def2-TZVPD) on CH3FNO2S as an isolated structure.

Positions of all 9 atoms, in Å:
C  -1.276  1.245  -0.434
N  0.451  -1.627  -0.088
O  1.019  0.364  1.609
O  2.010  0.367  -0.659
F  -1.924  0.778  0.741
S  0.814  0.180  0.143
H  -0.981  2.301  -0.325
H  -0.651  -1.843  0.097
H  0.538  -1.763  -1.084

E_HOMO: -3.62 eV
Kohn-Sham gap: 0.2853 hartree
Net charge: -1

natural (NBO) atomic charge list, values in e, 8 entries:
1. C -0.13
2. N -1.07
3. O -1.00
4. O -1.00
5. F -0.43
6. S 1.85
7. H 0.07
8. H 0.36

Stability summary: most stable a), least stable b).